Entry 1:
Formula: C5H11N2O2S
Source: OMol25
Level of theory: the ωB97M-V functional and the def2-TZVPD basis

Results
Max |F|, eV/A: 3.748
E_tot, eV: -23260.9419
Frontier orbital gap, eV: 7.52
Charge: +1
HOMO level, eV: -12.9434
Energy relative to the best compared isomer or geometry (same formula, charge and spin), kcal/mol: 130.3
Spin multiplicity: 1

Geometry as XYZ:
```
21
Properties=species:S:1:pos:R:3:forces:R:3:mulliken_charge:R:1
H -1.7567 -0.5900 0.4850 -0.6 -2.5 0.8 0.35
H -1.6577 2.4034 1.1776 0.9 -1.1 0.1 0.26
H 0.7582 -2.7302 -0.4266 0.8 1.7 -0.3 0.45
H 0.5476 -0.5215 -2.0554 1.0 0.5 -2.2 0.40
H 3.8790 -1.4317 0.3386 -1.4 0.6 -0.2 0.38
H -0.9463 2.0534 -1.6412 -0.1 -0.4 0.1 0.33
H -0.1902 -1.6464 0.4695 1.0 0.1 1.2 0.18
S 2.2927 1.8569 0.1370 -0.1 -1.6 0.2 -0.07
C 0.6394 -1.6137 -0.2391 -1.6 -1.2 -0.6 -0.50
H -0.6546 1.0023 2.0261 -0.2 0.9 -0.6 0.25
N -0.4637 0.4444 -0.6057 -0.1 -0.2 0.6 0.34
C 2.0085 0.3394 0.2055 0.0 1.1 -0.1 0.51
H -2.5363 0.7449 -0.3023 -0.6 -0.3 -0.9 0.38
H -2.3544 1.2555 2.2841 0.7 -0.6 -1.8 0.35
N 1.8889 -0.9367 0.2182 -0.3 0.6 -0.5 0.38
O -0.1694 1.6341 -1.2284 0.1 0.4 -0.3 -0.45
C -1.6630 0.3898 0.2113 0.3 3.7 0.7 -0.67
H -0.8907 -1.4092 -1.5865 -2.1 -0.9 -1.2 0.48
O 2.9571 -1.7985 0.4037 0.5 -0.8 0.3 -0.44
C -0.1324 -0.7616 -1.3206 2.4 -0.2 2.8 -0.97
C -1.5559 1.3157 1.4494 -0.6 0.2 1.7 -0.94
```
Positions in Å, forces in eV/Å.

---

Entry 2:
Formula: C5H11N2OS
Source: OMol25
Level of theory: the ωB97M-V functional and the def2-TZVPD basis

Results
Max |F|, eV/A: 6.244
E_tot, eV: -21213.5061
Frontier orbital gap (spin up / spin down), eV: 9.07 / 4.57
Charge: +1
HOMO level (spin up / spin down), eV: -13.6920 / -11.6175
Energy relative to the best compared isomer or geometry (same formula, charge and spin), kcal/mol: 145.5
Spin multiplicity: 1

Geometry as XYZ:
```
20
Properties=species:S:1:pos:R:3:forces:R:3:mulliken_charge:R:1
C -2.3616 1.7641 0.2233 1.0 1.7 0.1 -0.47
N 0.1337 1.1903 0.5996 -1.6 -0.6 2.3 -0.44
H -0.5789 2.0720 -1.0125 -0.3 0.8 -0.5 0.45
S -2.7440 0.2786 -0.7638 -0.1 -0.8 1.4 0.02
H 2.1792 -0.1974 1.2097 -0.8 0.6 1.1 0.40
O 1.0889 0.9873 -0.2582 0.3 0.3 -0.4 0.02
H 1.4162 -1.9142 -0.0418 0.5 0.0 -0.9 0.24
H -2.9216 -2.7309 1.0473 -0.5 -3.1 3.8 0.24
H -3.0337 2.6374 -0.1434 1.3 -1.6 0.3 0.39
H -2.7904 -2.6268 -0.6809 -0.1 0.2 1.4 0.27
C 2.0758 0.0795 0.1895 1.6 -1.1 -2.3 -0.17
C 2.0500 -1.2034 -0.6277 -1.0 -1.2 0.3 -1.02
H 3.0234 0.4524 -0.1316 0.5 1.4 0.2 0.24
C -2.6463 -0.9207 0.4312 -0.5 -0.4 -1.8 0.28
H 1.6465 -1.1226 -1.6721 0.5 0.2 1.0 0.29
C -0.8064 2.1138 0.0479 -1.0 0.6 -0.5 -0.54
H -0.6398 3.1400 0.4814 -0.2 -0.8 -0.4 0.32
H -2.6239 1.5922 1.2759 0.1 -0.1 -0.4 0.35
H 3.0970 -1.5663 -0.6501 -0.7 -0.1 -0.1 0.35
N -2.7988 -2.2160 0.2845 1.0 4.1 -4.6 -0.24
```
Positions in Å, forces in eV/Å.

---

Entry 3:
Formula: C5H11N2S
Source: OMol25
Level of theory: the ωB97M-V functional and the def2-TZVPD basis

Results
Max |F|, eV/A: 1.536
E_tot, eV: -19167.3127
Frontier orbital gap (spin up / spin down), eV: 5.64 / 9.16
Charge: +1
HOMO level (spin up / spin down), eV: -12.8381 / -13.8902
Energy relative to the best compared isomer or geometry (same formula, charge and spin), kcal/mol: 128.5
Spin multiplicity: 1

Geometry as XYZ:
```
19
Properties=species:S:1:pos:R:3:forces:R:3:mulliken_charge:R:1
H -1.1740 0.6382 1.9717 0.0 -0.1 0.0 0.33
C 1.1867 -1.3045 -0.7549 0.9 0.3 0.8 -0.60
H 2.0392 -0.8543 1.1193 -0.1 -0.1 0.0 0.43
C 0.2790 1.7301 0.7615 -0.9 1.1 0.5 -0.27
C -1.0716 -0.4907 -1.3139 0.9 -1.0 -0.8 0.29
H -2.2341 -1.3434 -3.1855 0.3 0.0 0.1 0.18
H 0.7166 2.2577 1.6344 0.0 0.0 0.1 0.34
H 1.4706 -2.3419 -0.5642 -0.1 0.1 -0.1 0.42
N -0.0841 -1.3077 -1.4586 -0.3 0.3 0.1 -0.11
H 0.2345 -0.8807 1.1542 0.1 0.0 0.0 0.31
C 1.1201 -0.5449 0.6002 -0.2 -1.0 0.1 -0.48
N 1.2365 0.8238 0.3967 0.8 -0.1 -1.3 -0.29
S -2.4749 -0.4250 -2.2201 -0.6 0.5 0.1 -0.13
H -1.7615 2.1534 1.2791 -0.1 0.1 0.0 0.40
H 1.9520 -0.8310 -1.3797 -0.1 -0.1 0.0 0.31
H 0.3005 2.5371 0.0092 -0.1 -0.1 0.1 0.36
C -1.1225 1.2947 1.1066 0.2 0.0 0.0 -0.73
H -1.4852 0.7159 0.2267 -0.2 0.1 0.1 -0.02
H -0.0968 -2.0603 -2.1525 -0.4 0.2 0.0 0.26
```
Positions in Å, forces in eV/Å.

---

Entry 4:
Formula: C5H11N2S
Source: OMol25
Level of theory: the ωB97M-V functional and the def2-TZVPD basis

Results
Max |F|, eV/A: 6.267
E_tot, eV: -19170.7014
Frontier orbital gap, eV: 9.77
Charge: +1
HOMO level, eV: -12.6759
Energy relative to the best compared isomer or geometry (same formula, charge and spin), kcal/mol: 50.4
Spin multiplicity: 1

Geometry as XYZ:
```
19
Properties=species:S:1:pos:R:3:forces:R:3:mulliken_charge:R:1
N -1.0388 2.1084 0.1607 -2.9 -1.6 1.8 -0.32
C 3.1099 0.6355 -0.0325 0.0 -0.6 1.5 -0.78
H 2.8342 1.7017 0.0686 0.1 -0.7 -0.2 0.26
H 0.6012 0.3073 -1.3948 0.3 -0.7 -0.5 0.54
N -1.8975 -0.0017 0.6965 4.8 -2.3 -3.3 -0.09
C -1.0103 0.7765 0.1711 3.8 -0.4 -1.9 0.36
S 1.7935 -0.5335 0.6284 -0.5 0.7 -0.7 0.03
C -1.5795 -1.4780 0.4499 -2.5 1.9 -1.0 -0.58
H 3.2059 0.2666 -1.0335 0.5 0.4 -0.6 0.29
C 0.3850 -0.3460 -0.5599 -1.4 3.3 2.6 -0.25
H -0.5853 2.8321 -0.3233 1.4 0.1 -0.9 0.23
H -1.2100 -1.8183 1.3370 0.9 -1.2 2.5 0.34
H 0.0704 -2.4883 -0.3957 -0.8 1.5 -0.8 0.35
C -0.5124 -1.5169 -0.6368 -1.3 -3.4 -1.8 -0.64
H -2.6175 0.3341 1.1700 -4.2 1.4 2.7 0.08
H -1.9382 2.4212 0.5286 0.4 0.6 0.0 0.23
H 4.0683 0.4341 0.5722 -1.6 0.2 -0.9 0.33
H -1.1006 -1.6809 -1.6617 1.7 0.6 1.9 0.28
H -2.5785 -1.9540 0.2554 1.3 0.1 -0.2 0.34
```
Positions in Å, forces in eV/Å.

---

Entry 5:
Formula: C5H11N3
Source: OMol25
Level of theory: the ωB97M-V functional and the def2-TZVPD basis

Results
Max |F|, eV/A: 8.390
E_tot, eV: -9827.0047
Frontier orbital gap, eV: 9.68
Charge: 0
HOMO level, eV: -8.9360
Energy relative to the best compared isomer or geometry (same formula, charge and spin), kcal/mol: 159.2
Spin multiplicity: 1

Geometry as XYZ:
```
19
Properties=species:S:1:pos:R:3:forces:R:3:mulliken_charge:R:1
H -1.6795 1.8359 -0.6068 -0.5 0.0 1.0 0.34
C -0.0942 -1.7366 -1.1001 1.5 4.7 -4.1 -0.11
H -0.5985 2.5258 1.2788 -2.2 -2.8 -3.9 0.18
N 0.6822 -2.4145 -0.1078 -0.4 0.6 1.0 -0.67
H -0.7519 0.4306 -1.8119 -0.1 -1.7 0.4 0.42
H -1.2823 -1.4082 0.5806 0.7 -1.3 -0.1 0.24
H -0.1834 -2.0789 -2.1071 0.4 -0.8 -0.4 0.39
H 0.9277 2.4084 1.7483 0.0 -2.3 -0.5 0.15
H 0.8365 -1.7493 0.6278 1.9 0.6 0.0 0.42
H -1.1947 -3.3422 0.0514 -0.1 3.2 -0.7 0.20
N 0.9416 0.3782 0.8096 -1.3 -0.5 0.1 -0.67
H -0.0196 2.5034 -0.5183 -1.3 -1.4 0.8 0.40
H 2.2400 1.1443 2.1158 -1.4 0.0 -0.5 0.21
C -0.0457 -0.1384 -1.1268 -1.3 -0.6 -2.6 -0.71
C -0.7997 -2.2021 -0.0483 -4.5 -5.8 4.1 -0.45
N -0.2384 0.4594 0.1170 -0.7 1.9 1.9 0.49
C -0.8127 1.7922 0.0469 3.7 3.6 1.5 -1.00
C 1.2418 1.2999 1.5872 4.0 2.9 2.5 -0.31
H 0.8308 0.2920 -1.5362 1.7 -0.3 -0.5 0.48
```
Positions in Å, forces in eV/Å.

---

Entry 6:
Formula: C5H11N3
Source: OMol25
Level of theory: the ωB97M-V functional and the def2-TZVPD basis

Results
Max |F|, eV/A: 3.240
E_tot, eV: -9830.7212
Frontier orbital gap (spin up / spin down), eV: 8.86 / 8.86
Charge: 0
HOMO level (spin up / spin down), eV: -7.7809 / -7.7805
Energy relative to the best compared isomer or geometry (same formula, charge and spin), kcal/mol: 73.4
SMILES: CC(C)=C(C)/N=N/N
Spin multiplicity: 1

Geometry as XYZ:
```
19
Properties=species:S:1:pos:R:3:forces:R:3:mulliken_charge:R:1
H 2.8311 -0.5955 0.2795 0.1 0.0 -0.2 0.26
H -0.4620 2.1032 1.5000 0.0 0.0 -0.2 0.34
C 0.6952 -0.5476 0.1355 0.1 2.5 -2.0 0.54
H -0.1202 2.4197 -1.2821 0.0 -0.1 0.1 0.38
H 2.2321 -0.6152 -1.3977 -0.1 0.2 0.2 0.36
C -0.8874 1.2305 0.9909 -0.7 -0.5 -0.4 -1.28
H 2.1152 -2.0567 -0.4329 -0.1 0.1 0.2 0.36
H -1.1429 0.5043 1.7648 0.1 0.0 -0.1 0.37
N -2.2649 -1.9993 0.2649 0.9 0.4 -1.1 -0.39
H -3.0483 -2.0926 -0.3692 0.1 -0.1 0.8 0.23
C 0.0894 0.6937 -0.0283 1.9 -0.4 0.6 0.84
H -2.1771 -2.1798 1.2590 -0.6 -0.3 -0.3 0.26
H 1.3723 2.3983 -0.3393 0.0 0.1 -0.1 0.30
H -1.8198 1.5313 0.5036 0.0 0.2 0.1 0.29
N -1.1727 -1.4379 -0.3014 -0.1 -0.6 2.4 0.03
C 2.0408 -0.9672 -0.3798 0.3 -0.1 0.1 -1.21
C 0.6748 1.7694 -0.9038 0.3 -0.1 0.1 -1.46
H 1.2069 1.3687 -1.7683 0.0 0.0 0.1 0.35
N -0.1624 -1.5271 0.5047 -2.3 -1.2 -0.3 -0.57
```
Positions in Å, forces in eV/Å.

---

Entry 7:
Formula: C5H11N3
Source: OMol25
Level of theory: the ωB97M-V functional and the def2-TZVPD basis

Results
Max |F|, eV/A: 2.651
E_tot, eV: -9830.7302
Frontier orbital gap, eV: 7.07
Charge: 0
HOMO level, eV: -6.3568
Energy relative to the best compared isomer or geometry (same formula, charge and spin), kcal/mol: 73.2
Spin multiplicity: 1

Geometry as XYZ:
```
19
Properties=species:S:1:pos:R:3:forces:R:3:mulliken_charge:R:1
H -0.2748 1.7499 -1.4316 0.0 -0.1 0.0 0.34
H -0.3896 0.3367 -3.3526 0.2 0.1 0.1 0.26
N 0.9785 -1.2551 -0.3849 0.0 0.1 0.0 -0.68
C 1.2224 0.9575 0.7793 0.1 0.0 -0.1 -1.58
H 0.7614 1.9423 0.8904 0.0 -0.1 0.0 0.38
H 0.3939 -0.9252 -2.4212 -0.1 0.2 0.0 0.30
N -2.0630 0.2349 -0.5977 0.2 0.4 -0.6 -0.90
H 1.2774 0.5077 1.7720 0.0 0.0 0.0 0.35
H 0.5384 -1.9724 0.1792 0.0 0.1 0.0 0.26
H 1.9793 -1.2901 -0.2201 -0.1 0.0 0.0 0.19
C 0.4072 0.0673 -0.1418 -1.2 -0.7 1.4 1.19
H 2.2489 1.1067 0.4177 0.0 0.0 0.0 0.45
C -1.2917 -0.0691 0.3089 2.6 0.2 0.1 0.59
C -1.4390 -0.4659 1.7587 -0.3 -0.1 -0.1 -1.27
C -0.0146 0.7008 -1.4012 -1.5 0.0 -0.8 -0.58
N 0.1268 0.0543 -2.5323 0.1 -0.1 0.1 -0.28
H -0.8100 -1.3217 2.0241 -0.1 0.0 0.0 0.31
H -2.4864 -0.7177 1.9311 0.0 0.0 0.1 0.42
H -1.1653 0.3591 2.4221 0.0 0.0 -0.1 0.24
```
Positions in Å, forces in eV/Å.

---

Entry 8:
Formula: C5H11N3
Source: OMol25
Level of theory: the ωB97M-V functional and the def2-TZVPD basis

Results
Max |F|, eV/A: 6.947
E_tot, eV: -9830.8014
Frontier orbital gap, eV: 8.96
Charge: 0
HOMO level, eV: -8.5313
Energy relative to the best compared isomer or geometry (same formula, charge and spin), kcal/mol: 71.6
Spin multiplicity: 1

Geometry as XYZ:
```
19
Properties=species:S:1:pos:R:3:forces:R:3:mulliken_charge:R:1
C -0.2780 -0.1222 -1.2357 0.2 -2.5 1.3 -0.67
H -2.5181 -1.5844 -0.5160 -0.2 0.4 -1.2 0.24
H -0.5033 -2.5769 -0.1562 0.2 -0.3 0.5 0.21
N 1.3356 -0.1058 0.6390 -0.9 -2.5 -0.8 -0.63
H -0.7272 2.1379 0.3731 0.3 -0.2 -0.1 0.29
N -2.4984 -0.6185 -0.1824 0.8 -1.4 2.0 -0.72
H -0.5151 -0.7981 -2.0574 0.0 0.1 0.0 0.28
C -1.2126 1.2847 0.8374 -1.2 -2.6 -1.4 -1.20
C 2.1920 0.9311 0.1411 -0.4 0.3 0.0 -0.76
H -2.2676 1.4842 0.9941 -0.1 0.3 0.1 0.48
H 3.1203 0.4647 -0.2067 0.0 0.1 0.1 0.32
H 1.7930 1.5158 -0.6973 0.0 0.1 0.0 0.26
C -1.3375 -0.1050 -0.1679 -3.1 6.2 -0.2 0.75
H -0.7825 1.0075 1.7942 0.3 0.0 -0.1 0.30
C 0.4992 -0.7817 -0.1176 5.1 0.8 0.7 0.48
H 0.0634 0.8601 -1.5518 0.0 -0.2 0.3 0.24
H 2.4459 1.6026 0.9631 0.0 0.1 -0.1 0.24
H 0.8451 -2.4580 0.9815 -0.3 0.0 0.0 0.27
N 0.3459 -2.1378 0.1654 -0.5 1.2 -0.9 -0.37
```
Positions in Å, forces in eV/Å.

---

Entry 9:
Formula: C5H11N3
Source: OMol25
Level of theory: the ωB97M-V functional and the def2-TZVPD basis

Results
Max |F|, eV/A: 6.345
E_tot, eV: -9828.2628
Frontier orbital gap, eV: 8.39
Charge: 0
HOMO level, eV: -7.8238
Energy relative to the best compared isomer or geometry (same formula, charge and spin), kcal/mol: 130.1
Spin multiplicity: 1

Geometry as XYZ:
```
19
Properties=species:S:1:pos:R:3:forces:R:3:mulliken_charge:R:1
H -2.2034 -1.3857 -1.8028 -0.7 -0.1 0.8 0.28
H -2.5650 0.8763 1.1164 1.6 -1.1 -0.8 0.31
C 2.4846 -1.4764 0.0795 -2.7 -0.4 -3.7 -0.78
H 3.4244 -1.6331 -0.4548 0.0 0.0 0.5 0.25
N -0.1229 -0.5155 -0.6339 -0.1 -2.9 -2.6 -0.74
H 2.4983 -1.5957 1.1050 0.4 -1.4 2.1 0.28
C 0.6788 2.1138 -0.3213 4.8 -3.6 2.1 -1.11
H -0.6907 0.8894 1.2181 -1.5 -0.7 -0.1 0.25
H 0.7170 2.4040 0.7600 -0.7 -0.1 -1.1 0.36
H 1.6514 2.4969 -0.7641 -1.4 -0.6 0.3 0.32
H -3.3846 -0.8070 -0.2630 1.7 -0.5 -1.1 0.19
N 2.0667 -0.1188 -0.0283 2.6 1.1 0.0 -0.53
C 0.9203 0.2154 -0.2937 -1.3 5.8 0.8 0.57
N -1.3287 -0.4402 -0.2762 -1.9 1.9 2.5 0.57
H 1.6162 -2.0337 -0.4959 1.9 -0.1 1.5 0.28
H -1.6318 -0.4948 1.7376 -0.1 -1.5 1.6 0.41
C -2.3902 -0.9797 -0.7913 -0.7 -0.1 -1.3 -0.31
C -1.6013 0.2429 1.0151 0.5 3.3 0.1 -0.98
H -0.1392 2.2417 -0.9065 -2.6 1.0 -1.3 0.38
```
Positions in Å, forces in eV/Å.

---

Entry 10:
Formula: C5H11N3
Source: OMol25
Level of theory: the ωB97M-V functional and the def2-TZVPD basis

Results
Max |F|, eV/A: 2.956
E_tot, eV: -9831.5289
Frontier orbital gap, eV: 9.56
Charge: 0
HOMO level, eV: -8.6520
Energy relative to the best compared isomer or geometry (same formula, charge and spin), kcal/mol: 54.8
SMILES: C/N=C(\C=C/N)NC
Spin multiplicity: 1

Geometry as XYZ:
```
19
Properties=species:S:1:pos:R:3:forces:R:3:mulliken_charge:R:1
H 0.9753 0.6742 -1.3668 1.4 2.1 0.8 0.37
H -2.3433 0.7730 -1.2650 -0.4 0.4 -0.5 0.28
N 0.3594 -1.7496 -0.2827 1.0 0.6 -0.6 -0.65
C 1.8102 -1.6014 0.0169 -1.0 1.7 1.6 -0.62
C 0.1137 0.3894 0.9442 -1.2 0.0 -0.5 -1.04
H 2.4523 -1.1578 -0.8184 -1.0 -0.8 1.1 0.18
C 0.7904 1.4242 0.4746 1.0 1.2 -0.8 -0.05
N -1.8041 -0.8518 -0.0657 2.2 1.1 1.6 -0.31
H 0.9739 2.3179 1.0761 -0.1 -0.4 0.1 0.44
H -3.6655 0.3801 -0.0200 2.0 -0.3 -0.5 0.26
N 1.3182 1.5768 -0.8549 1.0 -2.6 0.5 -0.62
H -2.0007 -1.6371 -0.6398 -0.4 -0.4 -0.6 0.31
H -2.0206 1.1856 0.4763 -1.4 -1.5 -1.7 0.25
H 1.7719 -0.9250 0.9609 1.2 -0.8 -1.7 0.27
C -2.5312 0.4121 -0.2671 0.2 0.8 2.2 -0.68
C -0.3439 -0.7817 0.1472 -2.4 -0.4 -0.7 0.47
H 2.4184 1.6088 -0.7702 -2.9 -0.2 -0.6 0.29
H 2.1721 -2.5292 0.4042 0.5 -0.8 -0.4 0.36
H -0.4465 0.4916 1.8500 0.1 0.2 0.7 0.50
```
Positions in Å, forces in eV/Å.